Here is 5 unconnected molecules or ions with the total composition C38H55BrF2NO16S in a non-equilibrium geometry from the Open Molecules 2025 dataset. Energies are from ωB97M-V/def2-TZVPD.

Summary:
Lowest unoccupied orbital energy ... -5.8 eV
Net charge ... +1

Geometry (Å):
1 C 1.20 4.54 1.22
2 C 0.13 5.50 1.39
3 C -1.15 5.58 0.42
4 O -0.97 5.33 -0.82
5 O -2.48 5.89 0.88
6 C -3.00 4.60 1.32
7 C -4.59 4.48 1.31
8 C -5.28 4.73 -0.11
9 C -4.75 3.79 -1.29
10 C -5.64 2.44 -1.52
11 C -5.44 1.36 -0.35
12 O -4.85 0.09 -0.82
13 C -3.45 0.12 -0.68
14 O -2.84 1.15 -1.09
15 C -2.54 -0.99 0.01
16 C -1.24 -1.42 -0.72
17 Br -0.63 -0.74 -2.47
18 C -0.34 -2.47 -0.02
19 O 0.89 -2.84 -0.65
20 C 1.82 -1.77 -0.20
21 C 3.33 -2.00 -0.68
22 C 4.10 -0.59 -0.40
23 C 3.87 0.48 -1.59
24 N -0.66 -3.08 1.27
25 O 0.26 -3.97 1.73
26 C -1.87 -2.74 2.01
27 S -2.29 -3.56 3.64
28 O -1.57 -4.86 3.82
29 O -2.02 -2.54 4.73
30 F -3.94 -3.94 3.61
31 C -2.85 -1.66 1.41
32 C -4.18 -1.22 2.21
33 F -4.34 0.23 2.23
34 C -5.51 -1.97 1.66
35 C -6.58 -1.95 2.89
36 H 2.15 4.54 1.86
37 H 1.17 3.75 0.37
38 H 0.29 6.23 2.26
39 H -2.47 3.75 0.76
40 H -2.67 4.49 2.43
41 H -4.86 3.49 1.81
42 H -4.99 5.30 2.02
43 H -6.42 4.58 0.04
44 H -5.09 5.82 -0.45
45 H -4.78 4.33 -2.32
46 H -3.65 3.55 -1.09
47 H -5.47 2.03 -2.57
48 H -6.74 2.81 -1.48
49 H -4.71 1.83 0.41
50 H -6.42 1.19 0.25
51 H 1.70 -1.74 0.95
52 H 1.50 -0.73 -0.57
53 H 3.46 -2.22 -1.79
54 H 3.79 -2.80 0.01
55 H 3.59 -0.12 0.53
56 H 5.20 -0.73 -0.11
57 H 2.76 0.55 -1.87
58 H 4.47 0.12 -2.50
59 H 4.16 1.56 -1.27
60 H 0.16 -4.82 1.23
61 H -4.12 -1.51 3.33
62 H -6.02 -1.40 0.80
63 H -5.30 -3.06 1.40
64 H -7.61 -2.26 2.51
65 H -6.60 -0.90 3.35
66 H -6.23 -2.71 3.67
67 O 2.60 1.74 1.84
68 C 2.59 1.42 3.00
69 O 3.63 0.85 3.65
70 C 3.24 0.51 4.98
71 C 2.06 1.41 5.29
72 C 1.41 1.57 3.93
73 H 2.97 -0.55 5.01
74 H 4.07 0.68 5.67
75 H 1.39 1.00 6.05
76 H 2.42 2.38 5.64
77 H 0.69 0.77 3.73
78 H 0.94 2.55 3.82
79 O 4.08 4.10 -1.71
80 C 3.57 5.00 -2.33
81 O 4.18 5.68 -3.34
82 C 3.34 6.75 -3.77
83 C 1.94 6.36 -3.33
84 C 2.20 5.58 -2.06
85 H 3.68 7.68 -3.29
86 H 3.41 6.87 -4.85
87 H 1.28 7.22 -3.19
88 H 1.49 5.71 -4.08
89 H 2.24 6.23 -1.19
90 H 1.46 4.79 -1.92
91 O 8.02 -2.33 -1.17
92 C 7.28 -3.24 -1.45
93 O 6.18 -3.58 -0.73
94 C 5.61 -4.77 -1.29
95 C 6.10 -4.83 -2.71
96 C 7.47 -4.18 -2.61
97 H 5.94 -5.63 -0.70
98 H 4.52 -4.71 -1.24
99 H 6.13 -5.84 -3.12
100 H 5.46 -4.22 -3.35
101 H 8.24 -4.91 -2.36
102 H 7.73 -3.64 -3.52
103 O -0.09 -6.99 -0.24
104 C -0.50 -6.77 -1.35
105 O -1.39 -7.57 -2.00
106 C -1.58 -7.08 -3.34
107 C -1.17 -5.63 -3.29
108 C -0.08 -5.63 -2.24
109 H -0.95 -7.67 -4.01
110 H -2.62 -7.20 -3.63
111 H -0.84 -5.24 -4.26
112 H -2.01 -5.01 -2.95
113 H 0.90 -5.85 -2.66
114 H -0.06 -4.70 -1.68

Mulliken population analysis, charges in e, atoms 1 to 6: atom 1 (C): -0.50, atom 2 (C): -0.13, atom 3 (C): 0.56, atom 4 (O): -0.47, atom 5 (O): -0.38, atom 6 (C): -0.23

---

Here is 7 unconnected molecules or ions with the total composition C38H55F6N2O20PS in a non-equilibrium geometry from the Open Molecules 2025 dataset. Energies are from ωB97M-V/def2-TZVPD.

Summary:
Lowest unoccupied orbital energy ... 0.3 eV
SMILES string ... CCCCCCCCCCCCCCCC[C@@H](C#N)[C@H](C#N)P(O)(O)=S.O=C1OC[C@@H](F)O1.O=C1OC[C@@H](F)O1.O=C1OC[C@@H](F)O1.O=C1OC[C@@H](F)O1.O=C1OC[C@@H](F)O1.O=C1OC[C@@H](F)O1

Geometry (Å):
1 C -2.29 -0.55 2.98
2 C -1.67 -0.63 1.55
3 C -0.71 -1.86 1.52
4 C 0.30 -1.84 0.33
5 C 0.11 -3.12 -0.58
6 C 1.29 -3.15 -1.58
7 C 1.06 -3.93 -2.91
8 C -0.38 -3.94 -3.49
9 C -0.79 -2.66 -4.29
10 C -0.51 -1.29 -3.60
11 C 0.84 -0.68 -4.10
12 C 1.37 0.44 -3.15
13 C 2.80 0.89 -3.60
14 C 3.92 0.21 -2.74
15 C 4.08 0.89 -1.34
16 C 3.67 -0.03 -0.15
17 C 4.76 -1.00 0.35
18 C 4.39 -1.41 1.76
19 N 3.99 -1.76 2.73
20 C 4.89 -2.34 -0.52
21 C 4.71 -3.57 0.34
22 N 4.70 -4.44 1.04
23 P 6.60 -2.52 -1.28
24 O 6.80 -4.12 -1.48
25 O 7.72 -2.09 -0.18
26 S 6.79 -1.68 -3.00
27 H -2.40 -1.58 3.37
28 H -1.57 -0.05 3.63
29 H -3.26 -0.04 3.00
30 H -2.46 -0.83 0.80
31 H -1.18 0.32 1.27
32 H -0.21 -2.00 2.50
33 H -1.35 -2.75 1.38
34 H 1.33 -1.88 0.72
35 H 0.13 -0.98 -0.34
36 H -0.88 -3.00 -1.04
37 H 0.12 -3.97 0.12
38 H 2.14 -3.65 -1.06
39 H 1.65 -2.13 -1.82
40 H 1.76 -3.54 -3.67
41 H 1.37 -4.98 -2.75
42 H -1.14 -4.22 -2.74
43 H -0.40 -4.76 -4.23
44 H -1.88 -2.74 -4.47
45 H -0.27 -2.64 -5.27
46 H -1.29 -0.59 -3.97
47 H -0.60 -1.29 -2.50
48 H 0.61 -0.20 -5.07
49 H 1.60 -1.45 -4.31
50 H 0.71 1.31 -3.27
51 H 1.34 0.12 -2.09
52 H 2.95 0.52 -4.63
53 H 2.86 1.99 -3.57
54 H 4.86 0.39 -3.29
55 H 3.64 -0.85 -2.68
56 H 5.11 1.27 -1.24
57 H 3.43 1.78 -1.33
58 H 2.72 -0.53 -0.39
59 H 3.43 0.66 0.69
60 H 5.77 -0.55 0.40
61 H 4.11 -2.41 -1.29
62 H 6.63 -4.32 -2.42
63 H 7.79 -1.12 -0.17
64 O -2.11 -5.82 -5.40
65 C -2.87 -5.23 -6.08
66 O -3.26 -5.63 -7.33
67 C -4.28 -4.72 -7.76
68 C -3.99 -3.50 -6.93
69 F -5.13 -2.82 -6.64
70 O -3.47 -4.05 -5.73
71 H -5.26 -5.15 -7.55
72 H -4.20 -4.53 -8.83
73 H -3.26 -2.82 -7.37
74 O -4.42 0.50 0.87
75 C -4.55 1.66 1.10
76 O -5.32 2.16 2.10
77 C -5.10 3.57 2.13
78 C -4.62 3.85 0.74
79 F -3.74 4.88 0.72
80 O -3.94 2.66 0.39
81 H -4.35 3.80 2.89
82 H -6.02 4.10 2.38
83 H -5.42 4.04 0.02
84 O -8.40 1.82 0.79
85 C -8.30 0.83 0.15
86 O -7.94 -0.37 0.67
87 C -8.05 -1.34 -0.38
88 C -7.93 -0.48 -1.61
89 F -8.66 -0.98 -2.64
90 O -8.51 0.75 -1.19
91 H -9.02 -1.83 -0.31
92 H -7.27 -2.08 -0.31
93 H -6.91 -0.30 -1.94
94 O -1.47 2.00 4.14
95 C -1.09 2.02 5.27
96 O -1.41 2.99 6.17
97 C -0.88 2.57 7.43
98 C 0.22 1.63 7.02
99 F 0.39 0.63 7.92
100 O -0.28 1.07 5.82
101 H -1.66 2.07 8.01
102 H -0.51 3.41 8.00
103 H 1.18 2.11 6.82
104 O 6.20 2.54 1.45
105 C 7.19 2.63 0.80
106 O 8.01 1.58 0.50
107 C 9.00 2.06 -0.41
108 C 9.00 3.54 -0.12
109 F 9.28 4.26 -1.23
110 O 7.65 3.79 0.25
111 H 8.69 1.84 -1.44
112 H 9.96 1.60 -0.23
113 H 9.66 3.84 0.69
114 O -1.24 5.19 8.97
115 C -1.97 5.78 8.24
116 O -2.34 5.36 7.00
117 C -3.33 6.28 6.53
118 C -3.03 7.51 7.34
119 F -4.16 8.22 7.59
120 O -2.55 6.98 8.55
121 H -4.32 5.88 6.73
122 H -3.22 6.45 5.46
123 H -2.27 8.17 6.90

Mulliken population analysis, charges in e, atoms 1 to 6: atom 1 (C): -1.08, atom 2 (C): 0.11, atom 3 (C): -1.43, atom 4 (C): 1.20, atom 5 (C): -1.24, atom 6 (C): 1.55

---

Here is a molecular structure, C38H55FGaO25 in a non-equilibrium geometry from the Open Molecules 2025 dataset. Energies are from ωB97M-V/def2-TZVPD.

Summary:
Lowest unoccupied orbital energy ... 1.8 eV
Net charge ... -1

Geometry (Å):
1 C 1.95 0.78 4.06
2 C 3.05 0.42 2.99
3 C 3.02 1.30 1.69
4 O 1.67 1.55 1.27
5 Ga 1.18 0.31 -0.11
6 C 1.41 -1.64 0.50
7 C 1.27 -2.73 -0.65
8 C 0.34 -3.93 -0.17
9 F -0.89 -3.89 -0.90
10 C -0.73 0.83 -0.66
11 C -1.79 -0.35 -0.62
12 C -2.61 -0.44 0.70
13 C -3.47 0.59 1.25
14 C -4.22 0.36 2.48
15 C -4.17 -0.92 3.20
16 C -3.30 -1.97 2.66
17 C -2.55 -1.72 1.43
18 H 1.71 -0.17 4.63
19 H 0.98 1.15 3.64
20 H 2.39 1.50 4.79
21 H 4.05 0.58 3.50
22 H 2.99 -0.68 2.78
23 H 3.52 2.31 1.87
24 H 3.53 0.78 0.81
25 H 2.19 0.62 -1.35
26 H 0.72 -1.87 1.36
27 H 2.45 -1.74 0.91
28 H 0.98 -2.33 -1.65
29 H 2.30 -3.22 -0.79
30 H 0.81 -4.93 -0.39
31 H 0.17 -3.91 0.93
32 H -0.67 1.16 -1.74
33 H -1.06 1.74 -0.08
34 H -1.22 -1.31 -0.73
35 H -2.53 -0.25 -1.47
36 H -3.57 1.57 0.73
37 H -4.89 1.17 2.87
38 H -4.79 -1.07 4.11
39 H -3.24 -2.96 3.18
40 H -1.92 -2.57 1.06
41 C 2.47 3.88 -1.27
42 C 2.89 5.24 -0.78
43 O 3.13 5.95 -1.99
44 C 2.41 5.35 -2.97
45 O 2.26 5.80 -4.07
46 O 1.88 4.18 -2.54
47 H 1.75 3.40 -0.61
48 H 3.32 3.21 -1.42
49 H 2.10 5.74 -0.22
50 H 3.79 5.20 -0.16
51 C -1.26 4.61 -5.32
52 C -0.84 5.44 -4.14
53 O -2.09 5.88 -3.61
54 C -3.04 4.98 -4.00
55 O -4.16 4.96 -3.59
56 O -2.54 4.12 -4.93
57 H -0.57 3.78 -5.51
58 H -1.37 5.20 -6.23
59 H -0.32 4.86 -3.38
60 H -0.22 6.29 -4.43
61 C -5.58 -0.47 -4.72
62 C -4.47 0.36 -4.13
63 O -4.64 0.17 -2.73
64 C -5.29 -1.02 -2.56
65 O -5.44 -1.56 -1.52
66 O -5.75 -1.50 -3.75
67 H -5.31 -0.89 -5.69
68 H -6.52 0.08 -4.82
69 H -3.48 0.01 -4.43
70 H -4.57 1.42 -4.39
71 C 5.14 -5.27 -0.69
72 C 6.22 -5.44 0.34
73 O 6.31 -4.15 0.93
74 C 5.11 -3.53 0.73
75 O 4.79 -2.51 1.24
76 O 4.33 -4.25 -0.13
77 H 4.56 -6.18 -0.84
78 H 5.53 -4.93 -1.65
79 H 5.95 -6.17 1.12
80 H 7.18 -5.74 -0.10
81 C -5.70 -6.16 0.64
82 C -4.59 -5.33 1.23
83 O -4.76 -5.53 2.64
84 C -5.41 -6.71 2.80
85 O -5.57 -7.25 3.85
86 O -5.87 -7.19 1.61
87 H -5.44 -6.58 -0.33
88 H -6.63 -5.60 0.55
89 H -3.60 -5.69 0.94
90 H -4.68 -4.27 0.98
91 C 0.45 4.74 6.56
92 C 1.49 5.25 7.51
93 O 2.70 4.70 6.99
94 C 2.49 4.45 5.67
95 O 3.34 4.14 4.90
96 O 1.17 4.60 5.34
97 H -0.38 5.43 6.43
98 H 0.05 3.76 6.85
99 H 1.57 6.34 7.51
100 H 1.32 4.91 8.54
101 C 4.26 -3.54 6.45
102 C 4.15 -2.79 5.15
103 O 2.81 -2.33 5.15
104 C 2.40 -2.27 6.45
105 O 1.39 -1.76 6.82
106 O 3.31 -2.86 7.28
107 H 5.25 -3.49 6.89
108 H 3.96 -4.58 6.36
109 H 4.82 -1.93 5.10
110 H 4.34 -3.44 4.29
111 C -1.22 1.89 -9.86
112 C -0.12 2.74 -9.30
113 O -0.26 2.55 -7.89
114 C -0.90 1.37 -7.70
115 O -1.02 0.83 -6.65
116 O -1.37 0.87 -8.88
117 H -0.97 1.47 -10.83
118 H -2.17 2.44 -9.95
119 H 0.87 2.39 -9.60
120 H -0.22 3.79 -9.56

Mulliken population analysis, charges in e, atoms 1 to 6: atom 1 (C): -0.76, atom 2 (C): 0.31, atom 3 (C): -0.51, atom 4 (O): -0.63, atom 5 (Ga): 0.45, atom 6 (C): 0.28

---

Here is 7 unconnected molecules or ions with the total composition C38H56N2O20S2 in a non-equilibrium geometry from the Open Molecules 2025 dataset. Energies are from ωB97M-V/def2-TZVPD.

Summary:
Lowest unoccupied orbital energy ... 0.0 eV
SMILES string ... CCN(CC)C(=S)SCCCC(=O)O[C@@H](CCN)Cc1cccc(C)c1.O=C1OCCO1.O=C1OCCO1.O=C1OCCO1.O=C1OCCO1.O=C1OCCO1.O=C1OCCO1
Energy above the lowest of the compared OMol25 structures with the same formula, charge and spin ... 7.9 kcal/mol

Geometry (Å):
1 C -3.39 -1.69 3.23
2 C -2.22 -2.04 2.33
3 N -2.72 -2.62 1.07
4 C -1.77 -3.56 0.43
5 C -0.50 -2.92 -0.12
6 C -3.27 -1.72 0.17
7 S -4.48 -2.19 -0.84
8 S -2.61 -0.09 0.12
9 C -3.97 0.95 -0.48
10 C -3.39 2.26 -0.99
11 C -2.86 3.20 0.13
12 C -1.37 3.41 0.02
13 O -0.91 4.34 -0.57
14 O -0.63 2.45 0.59
15 C 0.60 2.87 1.19
16 C 0.28 3.28 2.62
17 C 1.50 3.60 3.46
18 N 1.16 3.95 4.86
19 C 1.58 1.70 1.16
20 C 1.84 1.09 -0.20
21 C 0.88 0.43 -0.95
22 C 1.18 -0.15 -2.19
23 C 2.47 -0.07 -2.68
24 C 3.46 0.59 -1.95
25 C 4.86 0.63 -2.50
26 C 3.14 1.17 -0.72
27 H -3.10 -1.64 4.27
28 H -4.09 -2.52 3.16
29 H -3.89 -0.78 2.90
30 H -1.55 -1.19 2.18
31 H -1.64 -2.81 2.82
32 H -2.30 -4.12 -0.33
33 H -1.49 -4.27 1.20
34 H -0.64 -2.61 -1.16
35 H -0.15 -2.09 0.47
36 H 0.28 -3.67 -0.15
37 H -4.64 1.13 0.35
38 H -4.46 0.44 -1.30
39 H -4.17 2.77 -1.55
40 H -2.58 2.09 -1.70
41 H -3.28 4.19 0.00
42 H -3.15 2.84 1.11
43 H 1.04 3.73 0.68
44 H -0.36 4.17 2.62
45 H -0.25 2.45 3.07
46 H 2.05 4.44 3.02
47 H 2.20 2.78 3.52
48 H 0.16 4.12 4.94
49 H 1.32 3.13 5.43
50 H 2.54 2.02 1.54
51 H 1.22 0.94 1.85
52 H -0.13 0.34 -0.57
53 H 0.39 -0.65 -2.72
54 H 2.72 -0.54 -3.63
55 H 5.17 -0.39 -2.71
56 H 4.86 1.16 -3.45
57 H 5.56 1.06 -1.79
58 H 3.91 1.67 -0.16
59 O -1.31 10.25 -3.00
60 C -1.70 9.36 -2.32
61 O -1.96 9.46 -0.99
62 C -2.63 8.27 -0.57
63 C -2.19 7.27 -1.63
64 O -1.96 8.11 -2.76
65 H -2.32 7.99 0.43
66 H -3.70 8.45 -0.59
67 H -1.26 6.76 -1.36
68 H -2.95 6.52 -1.85
69 O 5.10 3.58 3.62
70 C 5.31 4.75 3.57
71 O 6.02 5.36 2.59
72 C 5.86 6.78 2.74
73 C 5.49 6.91 4.20
74 O 4.86 5.65 4.47
75 H 6.77 7.29 2.47
76 H 5.05 7.11 2.08
77 H 6.37 7.00 4.84
78 H 4.81 7.73 4.40
79 O -4.43 -4.04 5.22
80 C -5.50 -4.45 4.90
81 O -6.61 -3.69 4.76
82 C -7.63 -4.48 4.14
83 C -7.19 -5.89 4.49
84 O -5.78 -5.75 4.62
85 H -8.61 -4.22 4.54
86 H -7.61 -4.29 3.07
87 H -7.60 -6.23 5.45
88 H -7.44 -6.62 3.72
89 O 2.83 -4.37 0.04
90 C 3.92 -3.97 -0.21
91 O 4.93 -4.74 -0.68
92 C 6.00 -3.87 -1.08
93 C 5.74 -2.63 -0.25
94 O 4.32 -2.68 -0.07
95 H 6.96 -4.33 -0.88
96 H 5.92 -3.68 -2.15
97 H 6.22 -2.68 0.73
98 H 6.03 -1.72 -0.75
99 O -6.35 -5.82 -4.95
100 C -6.06 -4.67 -4.92
101 O -5.34 -4.03 -5.88
102 C -5.39 -2.63 -5.61
103 C -5.69 -2.59 -4.13
104 O -6.40 -3.81 -3.93
105 H -4.45 -2.16 -5.88
106 H -6.19 -2.19 -6.21
107 H -4.78 -2.61 -3.52
108 H -6.30 -1.74 -3.83
109 O 7.91 -5.23 -3.09
110 C 6.99 -5.79 -3.59
111 O 5.81 -5.21 -3.91
112 C 5.05 -6.15 -4.69
113 C 5.65 -7.47 -4.28
114 O 6.99 -7.10 -3.92
115 H 3.99 -6.06 -4.46
116 H 5.21 -5.93 -5.75
117 H 5.16 -7.90 -3.40
118 H 5.66 -8.21 -5.07

Mulliken population analysis, charges in e, atoms 1 to 6: atom 1 (C): -1.22, atom 2 (C): -0.18, atom 3 (N): 0.17, atom 4 (C): -1.13, atom 5 (C): -0.39, atom 6 (C): -0.24

---

> What is the lowest unoccupied orbital energy in the fourth record?

0.0 eV

---

> What is the formula in the fourth record?

C38H56N2O20S2